Record 1
Entry from OMol25: C6H9NO in the gas phase at a distorted geometry (ωB97M-V with the def2-TZVPD basis set).

- Kohn-Sham gap: 8.68 eV
- Energy relative to the best compared isomer or geometry (same formula, charge and spin): 577.0 kJ/mol
- E_HOMO: -7.90 eV
- SMILES: NC/C=C1/CC=CO1
- Multiplicity: 1

Structure (XYZ):
```
17
Properties=species:S:1:pos:R:3:forces:R:3
O -0.44041 0.82668 0.03166 2.0 -0.8 1.8
N 2.65846 0.96015 -0.02412 -0.1 -1.4 -3.2
C 0.99674 -1.10667 -0.36802 -2.2 0.0 3.5
C -2.59928 0.09251 -0.07900 -1.0 3.8 0.9
C -1.65302 -1.07157 0.16400 -0.7 1.4 3.8
C 2.36341 -0.49932 0.11249 -6.0 4.3 5.1
C -0.25634 -0.53496 0.13513 2.6 -1.2 -3.4
C -1.76652 1.14989 0.01781 1.3 3.2 -2.4
H -1.45578 2.32735 -0.27647 -3.0 -2.7 1.0
H 2.12428 1.47801 -0.73778 0.3 -1.1 0.0
H 2.68876 -0.81640 1.17002 -1.0 0.5 -1.3
H 1.13483 -2.26319 -0.56361 -0.9 2.4 0.6
H -1.85336 -1.52612 -0.67104 -0.5 -4.1 -4.4
H 2.98984 -0.87144 -0.44229 6.7 -4.3 -5.8
H -1.93575 -1.62594 1.07551 0.3 -0.1 -0.5
H -3.75249 0.29432 -0.26162 2.8 -1.3 0.6
H 2.46376 1.48950 0.72839 -0.7 1.6 3.7
```
Positions in Å, forces in eV/Å.

Record 2
Entry from OMol25: a molecular structure, C6H9NO at a distorted geometry (ωB97M-V with the def2-TZVPD basis set).

- Kohn-Sham gap: 9.89 eV
- Energy relative to the best compared isomer or geometry (same formula, charge and spin): 737.0 kJ/mol
- E_HOMO: -8.98 eV
- Multiplicity: 1

Structure (XYZ):
```
17
Properties=species:S:1:pos:R:3:forces:R:3
O 0.79222 0.26718 -1.11096 1.2 -3.0 0.3
N 0.06446 -2.55212 -0.42965 -2.3 -0.4 -0.9
C 0.15904 1.46254 -0.88564 2.5 4.8 -3.6
C 0.52481 0.73335 1.10012 2.0 3.0 0.5
C -1.19047 0.62760 -0.56924 -1.9 4.0 -2.6
C 0.12735 -1.58392 0.67676 -2.7 -0.3 -1.3
C 0.00227 -0.17119 0.04435 1.2 -2.2 1.6
C 0.79842 1.90238 0.44354 -2.5 -0.6 4.2
H 0.86554 -2.24491 -1.05816 -2.0 -0.7 0.4
H 0.89943 0.58888 2.12652 -0.9 -0.6 -0.5
H 1.05934 -1.94754 1.21536 -1.1 1.6 -0.1
H 0.84895 2.78113 1.22960 0.4 -1.1 -2.7
H -2.03029 0.72062 -1.63987 3.0 -1.8 3.0
H -0.98062 -2.55244 -0.87774 3.9 0.3 0.8
H -0.87867 -1.49734 1.37601 2.6 -1.1 -1.4
H 0.71427 2.23326 -1.74255 -3.0 -1.8 1.6
H -1.77606 1.23253 0.10155 -0.4 -0.4 0.8
```
Positions in Å, forces in eV/Å.

Record 3
Entry from OMol25: C6H9NO in the gas phase at a distorted geometry (ωB97M-V with the def2-TZVPD basis set).

- Kohn-Sham gap: 10.62 eV
- Energy relative to the best compared isomer or geometry (same formula, charge and spin): 177.5 kJ/mol
- E_HOMO: -9.80 eV
- SMILES: C=C1C[C@H]1CC(N)=O
- Multiplicity: 1

Structure (XYZ):
```
17
Properties=species:S:1:pos:R:3:forces:R:3
O 2.54453 -1.79710 0.18112 -0.3 -0.1 0.4
N 0.34764 -2.02454 0.76403 -1.7 0.5 1.7
C 1.48765 -1.30083 0.51112 -0.7 0.3 -0.9
C -0.44358 2.02460 -0.27854 -1.3 0.7 -0.7
C 0.34331 0.79908 -0.53765 1.0 -1.7 0.7
C 1.23077 0.17986 0.53923 0.3 0.8 0.0
C -2.10553 -0.08057 -0.89834 1.1 0.8 0.3
C -1.09465 0.69918 -0.50038 -1.5 0.1 -0.3
H -1.79859 -1.05348 -1.25261 -0.4 -0.4 0.1
H -3.14675 0.21857 -0.97140 0.2 0.0 0.1
H -0.49292 2.47002 0.70208 0.2 0.0 0.1
H 2.20089 0.66371 0.59265 0.1 0.2 -0.2
H 0.53056 -2.96980 1.01608 0.1 -0.8 -0.1
H -0.46530 -1.61950 1.34468 2.1 -0.6 -1.6
H 0.74064 0.38020 1.47645 -0.3 0.2 0.6
H -0.49795 2.71304 -1.13744 -0.1 -0.1 0.7
H 0.61929 0.69756 -1.55107 1.1 -0.1 -0.9
```
Positions in Å, forces in eV/Å.

Record 4
Entry from OMol25: C6H9NO in the gas phase at a distorted geometry (ωB97M-V with the def2-TZVPD basis set).

- Kohn-Sham gap: 9.46 eV
- Energy relative to the best compared isomer or geometry (same formula, charge and spin): 432.3 kJ/mol
- E_HOMO: -8.56 eV
- SMILES: N[C@@]12CC=CO[C@H]1C2
- Multiplicity: 1

Structure (XYZ):
```
17
Properties=species:S:1:pos:R:3:forces:R:3
O 0.82478 0.92465 1.06144 0.9 -2.5 -0.4
N -1.13647 -1.03205 0.80354 -3.5 -1.6 -1.6
C 1.07925 -0.19598 0.19573 0.3 0.1 1.1
C 0.97927 -1.72071 0.16523 1.3 -0.4 -0.5
C -0.64617 1.43801 -0.82512 2.3 -2.4 2.3
C -0.01718 1.68446 0.34536 -0.7 1.3 -0.2
C -0.14661 -0.85939 -0.27932 -1.1 0.0 1.6
C -0.59410 -0.01354 -1.37892 -4.2 1.5 -2.6
H -1.99643 -0.36790 0.58663 2.2 -1.8 0.7
H -0.10977 0.01257 -2.33542 0.9 -0.5 -0.3
H -1.70403 -0.19300 -1.71434 1.7 -0.2 0.6
H 0.78367 -2.43974 1.01837 0.4 1.2 -1.2
H -0.09701 2.57765 0.92757 -0.5 0.9 -0.3
H 1.64145 -2.00774 -0.66385 0.0 -0.6 0.8
H 1.63393 0.13372 -0.67459 0.4 0.2 0.3
H -1.20317 2.21861 -1.20458 -1.3 1.2 -1.0
H -1.51825 -2.10412 0.60615 0.8 3.7 0.8
```
Positions in Å, forces in eV/Å.

Record 5
Entry from OMol25: C6H9NO in the gas phase at a distorted geometry (ωB97M-V with the def2-TZVPD basis set).

- Kohn-Sham gap (spin up / spin down): 6.81 / 6.52 eV
- Energy relative to the best compared isomer or geometry (same formula, charge and spin): 615.8 kJ/mol
- E_HOMO (spin up / spin down): -7.60 / -7.51 eV
- Multiplicity: 1

Structure (XYZ):
```
17
Properties=species:S:1:pos:R:3:forces:R:3
O 0.59935 -0.61130 1.99047 -0.4 0.6 -0.5
N 0.21008 -0.78932 -0.31350 -0.7 -0.7 -1.0
C 0.99342 -2.00000 -0.46859 -0.4 0.1 0.5
C 1.06722 1.20431 0.37674 -2.4 1.4 1.3
C -1.02076 2.57724 1.04804 -2.0 1.0 0.5
C -0.97473 -0.69220 -1.13234 0.2 0.0 0.2
C -0.16853 1.60892 0.75881 3.5 -0.3 -1.0
C 0.39034 -0.05298 0.89577 2.2 -1.1 -0.4
H -1.15353 3.46523 0.44114 0.3 -0.1 -0.3
H 0.41095 -2.87030 -0.14869 0.2 -0.2 0.0
H 1.88418 -1.92478 0.15192 0.0 -0.1 0.0
H 1.29227 -2.13789 -1.50976 -0.1 0.1 0.0
H 2.01451 1.66458 0.11666 0.0 -0.4 0.4
H -1.31303 0.34335 -1.17090 -0.2 0.0 0.2
H -0.75268 -0.97690 -2.16329 0.1 -0.1 0.1
H -1.71740 2.54314 1.87491 0.1 -0.3 0.1
H -1.76165 -1.35110 -0.74740 -0.3 0.1 -0.1
```
Positions in Å, forces in eV/Å.

Record 6
Entry from OMol25: a molecular structure, C6H9NO at a distorted geometry (ωB97M-V with the def2-TZVPD basis set).

- Kohn-Sham gap: 10.01 eV
- Energy relative to the best compared isomer or geometry (same formula, charge and spin): 694.7 kJ/mol
- E_HOMO: -9.00 eV
- Multiplicity: 1

Structure (XYZ):
```
17
Properties=species:S:1:pos:R:3:forces:R:3
O 1.65546 -0.72139 -0.55430 -2.2 1.7 1.6
N -1.90998 -0.79248 -0.09941 0.4 -0.5 0.9
C 0.63277 0.10554 -1.16039 -1.3 0.3 -1.3
C 1.31632 0.27274 0.57373 1.4 0.6 2.3
C -0.81967 0.00118 -0.46732 6.0 1.6 1.2
C 1.27325 1.39509 -0.50172 -0.9 -1.0 1.1
C -1.80570 -0.16620 1.24903 -0.8 0.5 -0.3
C -0.14333 -0.32115 0.95305 -1.4 3.5 -1.8
H -2.50598 -0.76458 1.87158 1.2 0.5 0.8
H -2.16980 0.95693 1.18304 0.9 -2.0 0.5
H -2.77487 -0.71618 -0.54307 -1.6 0.5 -1.1
H 2.02761 0.29217 1.44875 -0.4 -0.2 -1.2
H 0.71673 2.36347 -0.20421 0.9 -1.6 -0.9
H 0.23308 -1.27497 1.10069 -0.7 -2.4 0.0
H -0.93138 1.13362 -0.42582 -1.2 -1.1 0.0
H 2.27321 1.48930 -0.99355 -0.9 0.4 0.7
H 0.53574 0.11556 -2.18536 0.6 -0.5 -2.6
```
Positions in Å, forces in eV/Å.

Record 7
Entry from OMol25: C6H9NO2 in the gas phase at a distorted geometry (ωB97M-V with the def2-TZVPD basis set).

- Kohn-Sham gap: 10.03 eV
- Energy relative to the best compared isomer or geometry (same formula, charge and spin): 430.0 kJ/mol
- E_HOMO: -9.15 eV
- SMILES: CCn1oc(C)cc1=O
- Multiplicity: 1

Structure (XYZ):
```
18
Properties=species:S:1:pos:R:3:forces:R:3
O -0.27766 -1.38714 1.90559 1.1 -1.6 3.0
O -0.09770 0.40240 -1.05441 -2.3 0.1 1.1
N 0.39253 -0.40710 -0.04366 5.4 0.1 -1.3
C -1.45149 0.46287 -0.72533 -1.0 -0.6 -1.3
C -0.45436 -0.74501 0.94016 -4.2 1.7 -3.3
C 1.85088 -0.00970 0.14994 -6.1 3.2 5.3
C -1.78690 -0.24097 0.34405 -0.3 -1.2 2.6
C 2.55112 -0.84834 1.11176 -1.2 0.0 3.5
C -2.35042 1.16205 -1.67069 0.3 -6.5 -1.9
H 2.35308 0.10980 -0.65358 2.7 0.2 -6.2
H 1.66392 1.23533 0.46608 1.1 -3.4 -0.2
H -2.80387 -0.50484 0.86297 2.2 0.9 -1.4
H -2.00924 2.02653 -1.76631 2.7 8.1 -0.5
H -2.31339 0.85014 -2.76042 0.0 -0.6 1.3
H -3.32950 1.20526 -1.37935 -2.4 -0.2 1.0
H 2.46795 -1.90323 1.05920 -0.3 -1.2 -1.2
H 3.59764 -0.64252 1.09502 0.7 0.5 0.5
H 1.99740 -0.76554 2.11896 1.6 0.5 -1.0
```
Positions in Å, forces in eV/Å.

Record 8
Entry from OMol25: a molecular structure, C6H9NO2 at a distorted geometry (ωB97M-V with the def2-TZVPD basis set).

- Kohn-Sham gap: 8.24 eV
- Energy relative to the best compared isomer or geometry (same formula, charge and spin): 652.2 kJ/mol
- E_HOMO: -7.76 eV
- Multiplicity: 1

Structure (XYZ):
```
18
Properties=species:S:1:pos:R:3:forces:R:3
O 0.30462 -1.40560 0.03661 1.5 2.2 -1.2
O -1.79947 -1.79619 -0.09457 -0.3 -0.3 2.1
N -1.93701 1.46929 0.04425 -4.5 0.4 1.9
C 0.99540 2.22778 0.05862 -1.3 3.3 1.3
C 1.14532 -0.27796 -0.19687 5.5 -5.7 1.6
C -0.88928 0.55144 -0.05890 -0.6 -3.1 0.2
C 2.55349 -0.89970 0.03411 0.2 3.7 2.7
C 0.52584 0.82938 -0.10762 -0.7 4.3 -0.9
C -0.85822 -0.83520 -0.00064 -3.3 1.2 -1.0
H -2.37561 1.82718 -0.86459 0.8 -1.1 1.9
H 2.07857 2.69979 0.29529 -2.2 -2.4 0.5
H 2.27841 -1.57224 0.88891 1.0 -0.3 -1.5
H -0.06615 2.31300 1.00638 3.7 1.6 -2.5
H 2.92291 -1.22855 -0.93829 0.5 -0.5 0.7
H 0.87929 2.98750 -0.83474 -1.1 -1.8 1.5
H 3.33371 -0.11973 0.65628 -2.0 -1.9 -2.3
H -2.96427 1.20918 0.94738 4.3 0.7 -3.9
H -1.40426 -2.36124 0.62524 -1.4 -0.3 -1.1
```
Positions in Å, forces in eV/Å.

Record 9
Entry from OMol25: C6H9NO4 in the gas phase at a distorted geometry (ωB97M-V with the def2-TZVPD basis set).

- Kohn-Sham gap: 10.35 eV
- Energy relative to the best compared isomer or geometry (same formula, charge and spin): 154.3 kJ/mol
- E_HOMO: -9.54 eV
- SMILES: CO[C@@H]1C(=O)N[C@@H]1OC(C)=O
- Multiplicity: 1

Structure (XYZ):
```
20
Properties=species:S:1:pos:R:3:forces:R:3
O -0.62251 -1.45454 -0.35712 0.3 -0.3 0.0
O 1.30322 0.52556 -0.54606 0.3 0.3 -0.2
O -1.15855 2.66967 -0.08835 0.0 -0.3 -0.3
O -0.56744 -0.21636 1.54478 0.2 -0.5 -0.4
N -1.88966 0.56429 -0.86959 0.5 0.1 -0.2
C 1.91455 1.68211 0.02484 -0.6 0.8 0.2
C 0.15819 0.81198 -1.26682 -0.8 -0.8 0.4
C -1.01620 1.59893 -0.61162 0.0 0.3 0.5
C -0.39850 -1.26312 0.96999 -0.2 0.4 0.8
C -0.87791 -0.39045 -1.25738 -0.1 0.4 -0.3
C 0.04180 -2.56275 1.63022 0.3 0.6 -0.5
H 0.98015 -2.85415 1.13349 -0.3 -0.1 0.3
H 0.16808 -2.44745 2.70821 0.1 0.2 -0.3
H -1.08386 -0.88945 -2.21364 0.2 0.1 0.3
H 1.21575 2.13737 0.76639 0.6 -0.3 -0.4
H 2.15543 2.45334 -0.73959 -0.2 -0.5 0.2
H 0.33118 1.18493 -2.28019 0.3 0.0 -0.1
H 2.84263 1.37781 0.49993 -0.1 -0.2 0.0
H -2.80500 0.40644 -0.50103 -0.4 0.0 0.1
H -0.69137 -3.33418 1.45355 -0.2 -0.3 -0.2
```
Positions in Å, forces in eV/Å.

Record 10
Entry from OMol25: a molecular structure, C6H9NS at a distorted geometry (ωB97M-V with the def2-TZVPD basis set).

- Kohn-Sham gap: 9.31 eV
- Energy relative to the best compared isomer or geometry (same formula, charge and spin): 556.5 kJ/mol
- E_HOMO: -8.44 eV
- Multiplicity: 1

Structure (XYZ):
```
17
Properties=species:S:1:pos:R:3:forces:R:3
S 1.71256 -0.94879 0.08532 3.0 -2.0 -0.1
N -0.69656 -0.28409 1.39629 -0.7 0.1 1.6
C 0.16080 -1.91005 -0.34150 0.2 -1.9 1.4
C -0.36018 0.30745 0.14977 -0.6 1.7 1.8
C -0.63066 -0.69138 -0.86657 0.2 0.2 -1.7
C 1.61233 1.87394 -0.11245 1.6 1.0 -0.7
C -1.66960 0.53059 -0.48166 1.2 1.2 -3.8
C 1.14095 0.66244 0.09440 -2.9 0.0 -1.1
H -1.64540 1.39677 -1.39828 -0.7 -2.8 2.6
H 0.78607 2.61266 0.10066 1.7 -0.1 -0.7
H 2.71860 2.06819 -0.53663 -2.8 -0.1 1.5
H 0.21260 -0.62905 1.58383 0.5 -0.8 2.4
H -0.09355 -0.31930 -1.73638 -0.4 -0.3 -0.4
H -1.08754 0.33103 2.11752 0.7 -0.1 -0.5
H -2.51557 0.25611 0.14531 0.0 0.7 -0.5
H 0.62219 -2.88046 -0.80807 -1.4 2.1 -0.5
H -0.26703 -2.37606 0.60843 0.5 1.1 -1.2
```
Positions in Å, forces in eV/Å.

Record 11
Entry from OMol25: C6H9NS in the gas phase at a distorted geometry (ωB97M-V with the def2-TZVPD basis set).

- Kohn-Sham gap (spin up / spin down): 6.85 / 6.85 eV
- Energy relative to the best compared isomer or geometry (same formula, charge and spin): 717.0 kJ/mol
- E_HOMO (spin up / spin down): -7.85 / -7.85 eV
- SMILES: C=S1(=C)CC=CC=N1
- Multiplicity: 1

Structure (XYZ):
```
17
Properties=species:S:1:pos:R:3:forces:R:3
S 0.89987 0.08058 0.47525 -0.5 1.9 -1.6
N -0.19805 -0.95555 1.18863 0.8 -0.9 -0.1
C 2.42985 -0.49513 0.68762 -3.1 2.1 0.5
C 0.76295 1.81353 0.56876 -1.4 -1.5 0.3
C -1.26171 0.29472 -1.05604 -1.2 -3.2 0.2
C 0.07590 -0.13343 -1.36176 0.6 1.2 1.5
C -2.11256 -0.56850 -0.33846 0.9 1.6 0.0
C -1.39224 -1.18854 0.71394 1.2 -0.6 1.3
H -1.86843 -1.84846 1.43085 -0.8 0.0 -0.2
H 1.01307 2.10068 1.60820 -0.3 0.1 -0.7
H 0.59214 0.48442 -2.07326 0.3 0.3 0.0
H -0.29740 2.13322 0.14376 2.4 -0.7 1.0
H -3.19084 -0.51229 -0.07943 0.8 0.5 -0.8
H 2.59932 -1.49977 0.70212 0.3 -2.5 0.4
H -1.45311 1.23975 -1.42497 -1.3 1.7 -0.9
H 3.05855 0.20888 0.26387 1.5 1.0 -0.7
H 0.34269 -1.15412 -1.44908 -0.3 -1.1 -0.2
```
Positions in Å, forces in eV/Å.

Record 12
Entry from OMol25: a gas-phase ion, C6H9O2 (charge +1) at a distorted geometry (ωB97M-V with the def2-TZVPD basis set).

- Kohn-Sham gap (spin up / spin down): 7.14 / 7.14 eV
- Net charge: +1
- Energy relative to the best compared isomer or geometry (same formula, charge and spin): 250.3 kJ/mol
- E_HOMO (spin up / spin down): -13.80 / -13.80 eV
- Multiplicity: 1

Structure (XYZ):
```
17
Properties=species:S:1:pos:R:3:forces:R:3
O 0.89062 0.56615 -1.26164 0.8 -0.2 -3.3
O 2.49957 -0.96086 0.46332 0.0 0.1 0.4
C 1.35581 -1.23639 0.69087 -1.1 -0.3 -1.4
C -1.16707 1.58077 -0.31385 0.6 1.8 0.1
C 0.78984 -2.65586 0.57188 3.2 -0.5 -0.2
C 0.76462 1.06283 -2.44269 0.5 -0.8 2.0
C -0.00506 0.69059 -0.20172 0.3 -1.5 2.9
C 0.24377 -0.21268 0.81845 1.6 1.7 -3.6
H 1.71780 -3.23397 1.04923 -2.4 0.4 -1.3
H 0.00399 1.82461 -2.50192 -0.2 0.2 -0.7
H -1.15403 2.42740 -1.01398 0.6 -0.2 0.1
H 0.63522 -2.88606 -0.54088 0.5 0.2 1.6
H -0.41429 -0.39995 1.59447 -1.4 0.3 1.4
H -0.13791 -2.81863 1.07411 -0.5 -0.2 0.5
H -1.39244 2.05405 0.63420 0.0 -0.2 0.3
H -1.98825 1.02692 -0.60843 -1.9 -1.3 -0.5
H 1.42823 0.71954 -3.30485 -0.7 0.4 1.6
```
Positions in Å, forces in eV/Å.